Entry 1:
Formula: C4H12N3
Source: the Open Molecules 2025 dataset
Level of theory: the ωB97M-V functional and the def2-TZVPD basis

XYZ file:
```
19
Properties=species:S:1:pos:R:3
C -1.54 -0.70 -0.40
C -1.34 1.77 -0.30
C 0.35 1.11 2.08
C 2.62 -1.77 -1.04
N -2.43 -0.63 -1.25
N -1.11 0.48 0.35
N -0.22 0.23 1.17
H -1.06 -1.67 -0.20
H -1.95 2.39 0.49
H -0.21 2.08 -0.56
H -2.04 1.71 -1.10
H -0.13 2.06 2.12
H 0.47 0.49 3.12
H 1.36 1.37 1.54
H 3.17 -1.83 -1.89
H 2.28 -0.88 -0.65
H 2.88 -2.49 -0.30
H -2.69 -1.40 -1.84
H 1.59 -2.32 -1.35
```

Energy relative to the best compared isomer or geometry (same formula, charge and spin) ... 5.8742 eV
E_tot ... -8801.8601 eV
Total charge ... +1
Largest force on an atom ... 6.2 eV/A
Gap between HOMO and LUMO ... 0.333 Ha
E_LUMO ... -6.0606 eV

Entry 2:
Formula: C4H12N3
Source: the Open Molecules 2025 dataset
Level of theory: the ωB97M-V functional and the def2-TZVPD basis

XYZ file:
```
19
Properties=species:S:1:pos:R:3
C 0.94 0.31 2.71
C 1.43 0.73 1.32
C 0.29 1.17 0.39
N -0.63 0.03 0.09
C -0.65 -0.48 -1.14
N 0.36 -0.44 -2.02
N -1.74 -1.25 -1.51
H -0.08 0.65 2.96
H 1.67 0.60 3.47
H 0.84 -0.77 2.84
H 2.09 1.59 1.46
H 1.83 -0.13 0.81
H -0.32 2.06 0.57
H 0.76 1.46 -0.55
H -1.41 -0.23 0.69
H 0.91 0.41 -2.07
H 0.43 -1.24 -2.63
H -2.55 -1.04 -0.96
H -1.51 -1.79 -2.31
```

Energy relative to the best compared isomer or geometry (same formula, charge and spin) ... 1.0883 eV
E_tot ... -8806.6460 eV
Total charge ... +1
Structure (SMILES) ... CCCNC(N)=[NH2+]
Largest force on an atom ... 4.1 eV/A
Gap between HOMO and LUMO ... 0.432 Ha
E_LUMO ... -3.1944 eV

Entry 3:
Formula: C4H12N3
Source: the Open Molecules 2025 dataset
Level of theory: the ωB97M-V functional and the def2-TZVPD basis

XYZ file:
```
19
Properties=species:S:1:pos:R:3
C 1.53 1.77 0.01
C 0.30 -0.81 1.52
C -0.41 -1.14 -1.91
C -2.11 -1.05 -0.01
N 2.53 2.46 -0.22
N 0.34 -0.84 0.15
N -0.69 -0.93 -0.55
H 1.57 0.67 -0.43
H 1.04 -1.51 1.82
H 0.77 0.04 1.86
H -0.59 -1.02 1.98
H 0.05 -0.33 -2.44
H 0.71 1.99 0.82
H 0.14 -2.10 -2.14
H -2.16 -1.46 1.07
H -2.55 -0.12 -0.13
H -2.63 -1.72 -0.73
H -1.32 -1.45 -2.54
H 2.56 3.46 -0.01
```

Energy relative to the best compared isomer or geometry (same formula, charge and spin) ... 5.8173 eV
E_tot ... -8801.9169 eV
Total charge ... +1
Largest force on an atom ... 5.9 eV/A
Gap between HOMO and LUMO ... 0.266 Ha
E_LUMO ... -5.5587 eV

Entry 4:
Formula: C4H12N3
Source: the Open Molecules 2025 dataset
Level of theory: the ωB97M-V functional and the def2-TZVPD basis

XYZ file:
```
19
Properties=species:S:1:pos:R:3
C 2.37 0.75 0.32
C 1.27 0.57 -0.72
N -0.04 0.46 -0.20
C -0.56 -0.69 0.52
C -1.33 -1.65 -0.37
N -0.85 1.63 -0.29
N -2.02 1.73 0.15
H 2.45 1.77 0.51
H 2.14 0.30 1.19
H 3.38 0.38 0.14
H 1.64 -0.42 -1.27
H 1.15 1.29 -1.43
H 0.19 -1.34 0.95
H -1.16 -0.46 1.40
H -2.42 -1.44 -0.54
H -0.92 -1.84 -1.46
H -1.49 -2.61 -0.01
H -2.49 1.06 0.64
H -2.23 2.71 0.10
```

Energy relative to the best compared isomer or geometry (same formula, charge and spin) ... 4.7511 eV
E_tot ... -8802.9831 eV
Total charge ... +1
Structure (SMILES) ... CC[N+](CC)=NN
Largest force on an atom ... 7.2 eV/A
Gap between HOMO and LUMO ... 0.358 Ha
E_LUMO ... -4.9523 eV

Entry 5:
Formula: C4H12N3O
Source: the Open Molecules 2025 dataset
Level of theory: the ωB97M-V functional and the def2-TZVPD basis

XYZ file:
```
20
Properties=species:S:1:pos:R:3
C -1.81 0.36 -1.66
N -0.80 -0.63 -1.44
C -0.69 -1.18 0.16
O 0.01 -2.34 0.33
N -0.11 -0.22 1.05
C 1.06 0.26 0.81
C 1.83 1.11 1.81
N 1.73 0.17 -0.33
H -2.73 -0.01 -1.45
H -1.67 1.33 -1.21
H -1.76 0.68 -2.78
H -0.82 -1.53 -1.86
H -1.69 -1.15 0.43
H -0.56 -3.20 0.45
H -0.27 -0.21 2.02
H 2.00 2.01 1.26
H 1.19 1.43 2.64
H 2.83 0.69 2.23
H 2.64 0.60 -0.38
H 1.37 -0.05 -1.25
```

Energy relative to the best compared isomer or geometry (same formula, charge and spin) ... 2.2218 eV
E_tot ... -10852.8713 eV
Total charge ... +1
Structure (SMILES) ... CN[C@@H](O)/[NH+]=C(/C)N
Largest force on an atom ... 5.6 eV/A
Gap between HOMO and LUMO ... 0.374 Ha
E_LUMO ... -3.0860 eV

Entry 6:
Formula: C4H12N3O2
Source: the Open Molecules 2025 dataset
Level of theory: the ωB97M-V functional and the def2-TZVPD basis

XYZ file:
```
21
Properties=species:S:1:pos:R:3
C -3.08 2.17 1.36
N -3.66 2.68 2.45
N -3.22 0.88 1.08
N -2.37 2.97 0.55
C -3.99 -0.05 1.90
H -4.20 2.08 3.07
H -3.55 3.68 2.67
H -2.77 0.53 0.23
H -1.92 2.58 -0.29
H -2.26 3.96 0.77
H -3.93 -1.05 1.43
H -5.04 0.25 1.97
H -3.57 -0.12 2.92
O -1.99 1.14 -0.76
O -0.76 1.13 -2.67
C -1.52 0.57 -1.71
C -0.52 2.53 -2.48
H -1.65 -0.51 -1.94
H 0.11 2.87 -3.32
H 0.01 2.74 -1.54
H -1.46 3.11 -2.48
```

Energy relative to the best compared isomer or geometry (same formula, charge and spin) ... 1.4862 eV
E_tot ... -12901.6240 eV
Total charge ... +1
Largest force on an atom ... 4.3 eV/A
Gap between HOMO and LUMO ... 0.407 Ha
E_LUMO ... -2.6292 eV

Entry 7:
Formula: C4H12N3Pb
Source: the Open Molecules 2025 dataset
Level of theory: the ωB97M-V functional and the def2-TZVPD basis

XYZ file:
```
20
Properties=species:S:1:pos:R:3
C 0.53 1.50 -2.76
Pb -0.17 0.28 -1.15
N -0.60 -0.98 1.61
H 1.19 -1.10 -1.16
H 0.28 -0.83 2.11
H -1.10 -0.96 -0.09
H 0.53 0.96 -3.74
H 1.57 1.81 -2.48
H -0.07 2.43 -2.92
H -1.33 -0.34 1.91
H -0.92 -1.94 1.60
N 1.08 3.83 1.22
C 2.04 3.17 1.99
C 1.95 1.85 1.65
N 0.91 1.69 0.72
C 0.43 2.91 0.47
H 0.84 4.82 1.25
H 2.66 3.69 2.69
H 2.58 1.04 1.99
H -0.33 3.19 -0.26
```

Energy relative to the best compared isomer or geometry (same formula, charge and spin) ... 0.0000 eV
E_tot ... -14050.7905 eV
Total charge ... +1
Largest force on an atom ... 3.2 eV/A
Gap between HOMO and LUMO ... 0.313 Ha
E_LUMO ... -3.9907 eV

Entry 8:
Formula: C4H12N3S
Source: the Open Molecules 2025 dataset
Level of theory: the ωB97M-V functional and the def2-TZVPD basis

XYZ file:
```
20
Properties=species:S:1:pos:R:3
C -1.49 0.38 -2.31
C -0.15 0.51 -2.58
N 0.91 -0.14 -1.97
N -2.36 1.02 -3.23
H -1.90 -0.29 -1.53
H 0.12 1.35 -3.25
H 0.87 -0.63 -0.97
H 1.82 0.12 -2.37
H -3.18 1.46 -2.82
H -2.72 0.26 -3.86
C -0.41 -0.62 1.13
C -0.08 -0.40 2.63
S 1.47 0.43 2.82
N 0.71 -1.32 0.48
H -0.60 0.37 0.57
H -1.34 -1.19 0.93
H -0.04 -1.43 3.06
H -0.88 0.13 3.14
H 0.72 -2.29 0.84
H 1.50 -0.85 0.96
```

Energy relative to the best compared isomer or geometry (same formula, charge and spin) ... 2.1564 eV
E_tot ... -19648.0105 eV
Total charge ... -1
Largest force on an atom ... 2.2 eV/A
Gap between HOMO and LUMO ... 0.237 Ha
E_LUMO ... 3.6959 eV

Entry 9:
Formula: C4H12N3S
Source: the Open Molecules 2025 dataset
Level of theory: the ωB97M-V functional and the def2-TZVPD basis

XYZ file:
```
20
Properties=species:S:1:pos:R:3
C 0.01 1.90 0.53
N 1.34 2.36 0.05
C -0.18 0.38 0.68
C 1.00 -0.52 0.94
S 2.00 0.17 2.31
N -1.41 0.03 -0.73
C -1.59 -1.39 -0.82
N -0.64 -2.15 -1.66
H -0.06 2.32 1.52
H -0.72 2.27 -0.17
H 1.95 2.16 0.85
H 1.70 1.69 -0.62
H -0.39 0.12 -0.66
H 0.73 -1.55 1.18
H 1.63 -0.64 0.05
H -0.93 0.21 1.44
H -2.58 -1.63 -1.18
H -1.49 -1.91 0.15
H 0.29 -2.05 -1.29
H -0.67 -1.77 -2.60
```

Energy relative to the best compared isomer or geometry (same formula, charge and spin) ... 4.1147 eV
E_tot ... -19646.0523 eV
Total charge ... -1
Largest force on an atom ... 3.1 eV/A
Gap between HOMO and LUMO ... 0.263 Ha
E_LUMO ... 3.9179 eV

Entry 10:
Formula: C4H12N3S
Source: the Open Molecules 2025 dataset
Level of theory: the ωB97M-V functional and the def2-TZVPD basis

XYZ file:
```
20
Properties=species:S:1:pos:R:3
N -0.33 -1.64 -2.32
C 0.82 -0.88 -1.78
N 0.80 -0.80 -0.33
C -0.18 0.07 0.29
C 0.20 0.03 1.84
N -0.80 0.33 2.82
C -0.08 1.50 -0.29
S -1.03 2.85 0.56
H -1.11 -1.00 -2.25
H -0.61 -2.38 -1.68
H 1.67 -1.53 -2.04
H 0.94 0.03 -2.35
H 1.74 -0.61 -0.02
H -1.21 -0.25 0.20
H 1.04 0.73 1.92
H 0.59 -1.00 1.98
H -1.64 -0.17 2.55
H -1.09 1.29 2.68
H 0.91 1.89 -0.54
H -0.63 1.55 -1.24
```

Energy relative to the best compared isomer or geometry (same formula, charge and spin) ... 1.5208 eV
E_tot ... -19648.6461 eV
Total charge ... -1
Structure (SMILES) ... NCN[C@@H](CN)C[S-]
Largest force on an atom ... 2.5 eV/A
Gap between HOMO and LUMO ... 0.233 Ha
E_LUMO ... 3.7984 eV

Entry 11:
Formula: C4H12N4
Source: the Open Molecules 2025 dataset
Level of theory: the ωB97M-V functional and the def2-TZVPD basis

XYZ file:
```
20
Properties=species:S:1:pos:R:3
C 0.01 0.42 -1.52
C 0.45 1.41 -0.22
C -1.21 -1.70 -0.81
C -0.11 0.82 2.07
N 0.06 -0.96 -0.99
N 0.75 0.64 0.89
N 0.69 -1.07 0.21
N 1.94 -1.38 0.04
H -1.01 0.67 -1.76
H 0.71 0.52 -2.21
H 1.40 1.89 -0.52
H -0.41 2.17 -0.01
H -0.88 -2.66 -0.53
H -1.64 -1.35 0.08
H -1.79 -1.63 -1.71
H -0.27 -0.17 2.47
H 0.39 1.49 2.77
H -1.10 1.05 1.76
H 2.61 -0.79 -0.56
H 2.39 -1.47 0.87
```

Energy relative to the best compared isomer or geometry (same formula, charge and spin) ... 5.5778 eV
E_tot ... -10297.6938 eV
Total charge ... 0
Largest force on an atom ... 6.2 eV/A
Gap between HOMO and LUMO ... 0.331 Ha
E_LUMO ... 1.0880 eV

Entry 12:
Formula: C4H12N4
Source: the Open Molecules 2025 dataset
Level of theory: the ωB97M-V functional and the def2-TZVPD basis

XYZ file:
```
20
Properties=species:S:1:pos:R:3
C 2.76 2.35 -0.82
N 2.61 0.92 -0.92
C 1.52 0.40 -0.60
N 0.29 1.01 -0.34
N -0.78 0.21 -0.12
C -0.87 -0.61 1.09
C -2.08 -1.51 0.97
N -2.25 -2.51 -0.14
H 2.02 2.86 -0.13
H 2.70 2.73 -1.87
H 3.83 2.41 -0.42
H 1.41 -0.67 -0.54
H 0.29 1.91 0.17
H -1.19 -0.19 -0.95
H -1.07 0.04 1.89
H 0.06 -1.17 1.20
H -3.14 -1.09 1.05
H -2.16 -2.15 1.84
H -2.61 -2.02 -1.00
H -1.35 -2.94 -0.33
```

Energy relative to the best compared isomer or geometry (same formula, charge and spin) ... 2.6526 eV
E_tot ... -10300.6191 eV
Total charge ... 0
Structure (SMILES) ... C/N=C\NNCCN
Largest force on an atom ... 3.4 eV/A
Gap between HOMO and LUMO ... 0.358 Ha
E_LUMO ... 0.9574 eV